i:
The following is a quantum chemistry calculation of a 2-piece molecular cluster, C3H11NOS overall, from the OMol25 dataset.

Its multiplicity is 1. As for the net charge: 0. For the HOMO energy, the calculation gives -0.340 hartree. As for the SMILES: NCCCS.O. The HOMO-LUMO gap is 0.356 Eh.

Each line ends with the Mulliken charge.
Cartesian coordinates (Å):
1 N 0.53 0.10 -2.31  -0.68
2 C 0.43 0.77 -0.98  -0.56
3 C 1.11 0.02 0.16  -0.57
4 C 0.63 0.54 1.50  -0.60
5 S 1.58 -0.22 2.88  -0.24
6 H 1.45 -0.33 -2.40  0.26
7 H -0.05 -0.74 -2.24  0.26
8 H 0.74 1.77 -1.10  0.36
9 H -0.64 0.79 -0.76  0.26
10 H 0.86 -1.03 0.03  0.31
11 H 2.20 0.04 0.07  0.37
12 H -0.36 0.18 1.70  0.32
13 H 0.69 1.63 1.55  0.38
14 H 0.95 0.50 3.82  0.12
15 O -3.65 -1.43 -0.93  -0.64
16 H -3.13 -0.62 -0.83  0.32
17 H -3.34 -1.94 -0.17  0.32

***

ii:
The following is a quantum chemistry calculation of a 2-piece molecular cluster, C3H11NOS overall, from the OMol25 dataset.

Its multiplicity is 1. As for the net charge: 0. For the HOMO energy, the calculation gives -0.339 hartree. As for the SMILES: NCCS.CO. The HOMO-LUMO gap is 0.365 Eh.

Each line ends with the Mulliken charge.
Cartesian coordinates (Å):
1 N 0.81 -0.37 -0.84  -0.61
2 C -0.47 0.24 -0.46  -0.77
3 C -1.42 0.39 -1.65  -0.50
4 S -2.99 1.11 -1.07  -0.23
5 H 1.42 0.23 -1.36  0.26
6 H 0.72 -1.30 -1.24  0.22
7 H -0.92 -0.35 0.33  0.38
8 H -0.23 1.23 -0.09  0.37
9 H -1.60 -0.60 -2.07  0.35
10 H -0.98 1.02 -2.41  0.35
11 H -3.64 0.97 -2.24  0.12
12 C 1.53 -0.45 2.54  -0.58
13 O 2.12 -0.19 1.31  -0.62
14 H 2.11 0.05 3.32  0.24
15 H 0.49 -0.09 2.62  0.23
16 H 1.51 -1.52 2.80  0.23
17 H 1.53 -0.37 0.50  0.58

***

Q: Which of them is the most stable? A: i.

***

i:
The following is a quantum chemistry calculation of one molecule with the formula C6H5N, from the OMol25 dataset.

Its multiplicity is 1. As for the net charge: 0. For the HOMO energy, the calculation gives -0.338 hartree. As for the SMILES: C#C[C@@H]1N[C@@H]1C#C. The HOMO-LUMO gap is 0.376 Eh.

Each line ends with the Mulliken charge.
Cartesian coordinates (Å):
1 C -0.92 -0.87 2.20  0.14
2 C -0.61 -1.06 1.05  -0.42
3 C -0.57 -1.10 -0.40  -0.36
4 N 0.51 -0.98 -1.34  -0.56
5 C -0.19 0.25 -1.05  -0.10
6 C 0.57 1.32 -0.39  -0.81
7 C 1.27 2.22 -0.01  0.35
8 H -1.18 -0.66 3.21  0.38
9 H -1.34 -1.77 -0.81  0.35
10 H 1.46 -1.01 -1.00  0.29
11 H -0.89 0.62 -1.79  0.32
12 H 1.89 3.03 0.33  0.41

***

ii:
The following is a quantum chemistry calculation of one molecule with the formula C6H5N, from the OMol25 dataset.

Its multiplicity is 1. As for the net charge: 0. For the HOMO energy, the calculation gives -0.343 hartree. As for the SMILES: C#C[C@@H]1N[C@@H]1C#C. The HOMO-LUMO gap is 0.384 Eh.

Each line ends with the Mulliken charge.
Cartesian coordinates (Å):
1 C -1.71 0.08 1.78  0.43
2 C -1.24 -0.39 0.78  -0.73
3 C -0.67 -0.96 -0.42  -0.28
4 N 0.67 -1.54 -0.40  -0.61
5 C 0.47 -0.28 -1.11  -0.29
6 C 1.00 0.96 -0.59  -0.74
7 C 1.46 1.99 -0.18  0.44
8 H -2.12 0.50 2.68  0.40
9 H -1.37 -1.51 -1.04  0.34
10 H 1.11 -1.35 0.50  0.30
11 H 0.52 -0.38 -2.20  0.34
12 H 1.88 2.91 0.19  0.41

***

Q: Which of them is the most stable? A: ii.

***

i:
The following is a quantum chemistry calculation of one molecule with the formula C6H5N, from the OMol25 dataset.

Its multiplicity is 1. As for the net charge: 0. For the HOMO energy, the calculation gives -0.345 hartree. As for the SMILES: C#C[C@@H]1N[C@@H]1C#C. The HOMO-LUMO gap is 0.383 Eh.

Each line ends with the Mulliken charge.
Cartesian coordinates (Å):
1 C -1.84 -1.65 0.45  0.18
2 C -1.12 -0.78 0.86  -0.50
3 C 0.00 0.04 1.28  -0.31
4 N 0.30 1.44 0.97  -0.58
5 C 1.03 0.37 0.25  -0.06
6 C 0.77 0.24 -1.18  -0.78
7 C 0.72 0.34 -2.38  0.27
8 H -2.49 -2.39 0.02  0.38
9 H 0.31 -0.14 2.31  0.36
10 H -0.40 1.88 0.38  0.29
11 H 2.08 0.24 0.48  0.32
12 H 0.65 0.40 -3.45  0.42

***

ii:
The following is a quantum chemistry calculation of one molecule with the formula C6H5N, from the OMol25 dataset.

Its multiplicity is 1. As for the net charge: 0. For the HOMO energy (alpha / beta), the calculation gives -0.253 / -0.253 hartree. The HOMO-LUMO gap (alpha / beta) is 0.245 / 0.244 Eh.

Each line ends with the Mulliken charge.
Cartesian coordinates (Å):
1 C 1.80 2.62 -0.52  0.30
2 C 1.06 1.66 -0.64  -0.45
3 C 0.08 0.63 -0.69  -0.61
4 N 0.31 -0.68 -0.82  -0.13
5 C -0.49 -1.63 -0.28  -0.63
6 C -1.15 -1.34 0.93  -0.48
7 C -1.59 -1.11 2.04  0.22
8 H 2.42 3.49 -0.44  0.39
9 H -0.97 0.85 -0.50  0.38
10 H 1.16 -0.98 -1.30  0.27
11 H -0.67 -2.55 -0.82  0.35
12 H -1.95 -0.96 3.04  0.39

***

Q: Which of them is the most stable? A: i.